Entry 1:
15
Properties=species:S:1:pos:R:3:forces:R:3 method="wB97M-V/def2-TZVPD" e_lumo_ha=0.0226 smiles="NC(=O)NCCS" gap_ev=10.01 mol_weight_g_mol=120.18 relative_energy_kcal_mol=15.2
N 1.82620 0.42549 -0.65778 -0.4 0.1 0.5
C 1.75815 -0.22301 0.53674 0.3 -1.0 0.1
O 2.79087 -0.39339 1.16225 -0.2 0.3 0.6
N 0.55495 -0.78457 1.03261 0.1 1.0 -0.9
C -0.75620 -0.13231 0.86865 -0.5 0.3 0.3
C -1.57055 -0.22391 -0.44627 1.8 0.0 0.4
S -1.28227 1.21158 -1.53184 0.2 -0.2 -0.5
H 2.70729 0.90461 -0.72110 0.0 -0.1 -0.6
H 1.19612 0.32926 -1.43017 -0.2 0.2 0.0
H 0.69476 -0.80400 2.03514 0.3 -0.6 -0.1
H -0.68500 0.90982 1.20054 -0.2 0.1 0.0
H -1.35524 -0.68017 1.59971 -0.2 0.3 0.0
H -2.60896 -0.10136 -0.20805 -0.5 -0.8 0.2
H -1.23653 -1.17313 -0.89377 -0.8 0.3 -0.2
H -2.03359 0.73507 -2.54666 0.1 0.2 0.2


Entry 2:
15
Properties=species:S:1:pos:R:3:forces:R:3 method="wB97M-V/def2-TZVPD" e_lumo_ha=0.0232 smiles="CNCC(=O)NS" gap_ev=9.99 mol_weight_g_mol=120.18 relative_energy_kcal_mol=34.2
C -0.49299 1.04918 2.00454 0.3 2.3 1.7
N -0.31412 0.64891 0.68476 -0.4 -0.7 -1.5
C 0.17838 -0.67380 0.54667 1.9 -0.3 0.0
C 0.52765 -1.04696 -0.86916 -1.0 -0.7 0.7
O 1.26555 -1.96588 -1.11748 0.5 -0.1 -0.2
N -0.19474 -0.37467 -1.78282 -0.4 0.5 -1.7
S -0.17282 -0.82968 -3.41981 -0.3 -0.1 0.1
H -0.91560 2.05688 1.99750 -0.4 -0.1 0.1
H -1.13285 0.39869 2.55410 -0.6 -0.6 0.3
H 0.42308 1.21472 2.59474 0.2 -0.6 -0.1
H 0.31998 1.23831 0.21098 0.6 1.1 -0.4
H -0.55477 -1.34440 0.93194 -0.5 -0.9 0.2
H 1.15522 -0.86849 1.03183 -0.4 0.1 0.5
H -0.78982 0.40908 -1.56574 0.0 -0.3 0.6
H 0.69785 0.08811 -3.80205 0.4 0.3 -0.4


Entry 3:
15
Properties=species:S:1:pos:R:3:forces:R:3 method="wB97M-V/def2-TZVPD" e_lumo_ha=0.0291 smiles="CO/N=C(/C)NS" gap_ev=9.40 mol_weight_g_mol=120.18 relative_energy_kcal_mol=66.8
C 1.88624 -1.24635 2.33733 -0.3 0.0 0.2
O 1.34309 -0.60068 1.20001 0.4 0.2 0.1
N -0.05109 -0.57007 1.31825 0.1 -0.1 0.2
C -0.56607 -0.03198 0.28397 -0.6 0.3 -0.4
C -2.06731 0.07983 0.24834 0.8 0.2 0.4
N 0.18853 0.45113 -0.77504 -1.8 0.1 0.3
S -0.41822 0.89370 -2.27108 -0.1 -0.6 -0.3
H 2.96471 -1.28827 2.19969 0.0 0.3 0.1
H 1.58839 -0.76545 3.28707 0.3 0.1 -0.5
H 1.52100 -2.26020 2.36127 -0.2 -0.5 0.1
H -2.44912 -0.41457 -0.61769 -0.4 -0.6 -0.5
H -2.37821 1.11015 0.12641 0.0 0.3 0.3
H -2.43718 -0.35213 1.17830 -0.1 0.1 -0.2
H 1.14322 0.29516 -0.70567 1.9 -0.3 0.1
H -0.48529 2.20514 -2.11244 0.0 0.6 0.1


Entry 4:
15
Properties=species:S:1:pos:R:3:forces:R:3 method="wB97M-V/def2-TZVPD" e_lumo_ha=0.0244 gap_ev=9.76 mol_weight_g_mol=120.18 relative_energy_kcal_mol=38.4
C 0.36998 0.73012 0.87584 0.1 0.0 0.1
C 0.49579 2.11372 1.47495 0.1 -0.1 0.0
C -0.23216 -0.76947 -2.08077 -0.4 0.1 0.4
N -0.54620 -2.19455 0.05891 -0.3 0.4 0.0
N -0.79106 0.57256 0.22345 -1.6 0.1 -0.5
O 1.22558 -0.13808 1.00689 0.5 -0.2 0.1
S -1.23902 -0.74270 -0.54666 1.5 -0.7 -0.1
H -0.44616 2.64655 1.38119 0.1 0.0 0.0
H 1.27697 2.65606 0.94553 0.1 0.0 0.0
H 0.78448 2.03316 2.52056 0.1 0.0 0.0
H -0.22626 -1.79140 -2.43729 0.0 -0.1 -0.1
H 0.77346 -0.43223 -1.85577 0.1 0.0 0.2
H -0.69859 -0.10985 -2.80355 -0.1 0.1 0.0
H -1.12618 -2.58055 0.79486 -0.1 0.1 0.0
H 0.37938 -1.99334 0.44187 -0.1 0.2 -0.1